[1]
A single C13H17N3O5 molecule at a distorted geometry. Source: the Open Molecules 2025 dataset; level of theory: the ωB97M-V functional and the def2-TZVPD basis.

Structure (XYZ):
```
38
Properties=species:S:1:pos:R:3
C -0.7885 0.1624 -0.4222
C 0.3875 -0.6753 -0.9546
C -0.3642 1.6404 -0.3225
C -1.5206 2.5350 0.0209
C -2.4078 2.9674 -0.9645
C -1.7639 2.9281 1.3352
C -3.5149 3.7531 -0.6628
C -2.8626 3.7238 1.6633
C -3.7434 4.1459 0.6618
C 1.4252 -2.9532 -0.7684
C 1.4183 -3.9612 0.4092
C 2.7967 -2.5051 -1.2747
C 3.5750 -1.6582 -0.2793
H -2.2569 -0.0280 0.9540
H -0.7653 -0.1153 1.6215
H -1.5664 0.0881 -1.1904
H 0.4284 1.7156 0.4047
H 0.0896 1.9420 -1.2644
H -2.2452 2.6735 -1.9783
H -1.0659 2.6243 2.1379
H -4.2161 4.1029 -1.4309
H -3.0519 4.0071 2.7293
H -4.8931 5.0949 1.8806
H -0.2245 -2.1670 0.3084
H 0.9519 -3.4891 -1.6403
H 2.6688 -2.0071 -2.2316
H 3.3926 -3.3905 -1.4906
H 2.9928 0.0520 -1.2447
H 4.1137 0.2506 0.1518
H 3.2460 -3.6498 0.8036
N -1.3160 -0.4081 0.7967
N 0.5479 -1.8730 -0.3471
N 3.6601 -0.3349 -0.5479
O 1.0983 -0.2513 -1.8864
O -4.8292 4.9116 0.9111
O 0.3530 -4.4066 0.7512
O 4.1096 -2.1693 0.7006
O 2.5605 -4.3358 0.9633
```

Output
E (eV): -28466.7020
Lowest unoccupied orbital energy (eV): 0.5327
SMILES string: NC(=O)C[C@H](NC(=O)[C@@H](N)Cc1ccc(O)cc1)C(=O)O
Kohn-Sham gap (eV): 9.298
Relative energy (zero: lowest compared OMol25 entry of this formula, charge and spin) (kJ/mol): 35.87
HOMO (eV): -8.765
Largest force on an atom (hartree/bohr): 0.030

[2]
A molecular structure, C24H49F3O17Sn at a distorted geometry. Source: the Open Molecules 2025 dataset; level of theory: the ωB97M-V functional and the def2-TZVPD basis.

Structure (XYZ):
```
94
Properties=species:S:1:pos:R:3
Sn -9.1798 9.6468 -9.7029
O 2.3439 14.8127 -7.5197
C 2.2047 13.5551 -7.0669
O 2.0925 12.6442 -7.8082
O 1.9734 13.3819 -5.8437
H 2.2998 14.6340 -8.4618
O -2.1690 12.5303 -11.4476
C -3.2893 12.0685 -11.0271
O -3.3711 11.4294 -9.9496
O -4.4471 12.2556 -11.5127
H -1.5585 12.1711 -10.7996
C -0.9261 12.2538 0.6128
O -2.0354 12.9345 0.2946
C -2.5945 13.8250 1.3545
C -4.0053 14.2147 0.8642
O -3.9888 14.7235 -0.4701
C -3.4006 15.9579 -0.6219
C -3.7215 16.5270 -2.0306
O -2.8822 15.7634 -3.0422
C -3.2198 15.9801 -4.3849
H -0.4794 11.8397 -0.2912
H -1.0760 11.3479 1.2002
H -0.1253 12.8402 1.0632
H -1.9984 14.7350 1.4209
H -2.7036 13.3510 2.3300
H -4.6221 14.8169 1.5313
H -4.4980 13.2691 0.6380
H -2.3219 15.9700 -0.4657
H -3.9484 16.5711 0.0937
H -3.4423 17.5804 -2.0513
H -4.7865 16.3858 -2.2151
H -4.2758 15.7411 -4.5113
H -2.5427 15.4360 -5.0434
H -3.1780 17.0126 -4.7317
C -7.1432 8.8414 -14.4666
O -8.0767 9.8933 -14.3960
C -8.3760 10.4511 -15.6722
C -9.2003 11.7780 -15.4453
O -10.1744 11.7214 -14.3974
C -11.0738 12.8414 -14.3438
C -10.4488 13.8331 -13.4952
O -10.3011 13.4572 -12.1551
C -9.6378 14.4379 -11.4080
H -7.0425 8.1791 -13.6068
H -6.2093 9.3724 -14.6510
H -7.2812 8.0853 -15.2394
H -8.9902 9.7374 -16.2213
H -7.5065 10.7937 -16.2331
H -9.5588 11.9831 -16.4541
H -8.4119 12.4952 -15.2172
H -11.9640 12.5520 -13.7854
H -11.3296 13.1806 -15.3476
H -10.8674 14.8357 -13.5827
H -9.4433 14.1128 -13.8096
H -9.7508 15.4457 -11.8076
H -8.5902 14.1420 -11.3520
H -9.8907 14.3968 -10.3486
C -4.1326 0.9112 -15.9779
O -3.4498 1.8898 -16.7616
C -2.1616 2.1678 -16.2481
C -1.5232 3.1596 -17.2762
O -0.9725 4.2968 -16.6579
C 0.1725 4.1964 -15.8232
C -0.1303 4.7842 -14.4494
O -0.7247 3.8056 -13.6895
C -1.4892 4.3914 -12.6174
H -3.4890 0.2664 -15.3794
H -4.9603 0.3578 -16.4216
H -4.6664 1.6212 -15.3462
H -1.6497 1.2056 -16.2589
H -2.1144 2.5411 -15.2250
H -2.2819 3.5849 -17.9332
H -0.8162 2.6672 -17.9440
H 1.0213 4.5586 -16.4032
H 0.4449 3.1424 -15.7681
H -0.8244 5.6132 -14.5869
H 0.7924 5.1371 -13.9887
H -2.2587 5.0739 -12.9781
H -0.9884 5.0678 -11.9247
H -1.9000 3.5837 -12.0115
C -0.2171 14.2498 -17.8229
C -1.6980 14.1398 -18.2716
O -2.2342 15.1572 -19.0953
C -3.0930 14.9288 -20.1506
O -3.4040 13.7966 -20.5005
C -3.6748 16.2215 -20.9136
F -3.4593 15.9480 -22.1832
F -4.9507 16.3764 -20.7130
F -2.9632 17.2575 -20.5229
H 0.4426 14.2355 -18.6905
H 0.0893 13.3844 -17.2352
H -0.0956 15.1114 -17.1664
H -2.3718 14.0473 -17.4198
H -1.8309 13.2288 -18.8551
```

Output
E (eV): -74455.5493
Lowest unoccupied orbital energy (eV): -5.6587
Kohn-Sham gap (eV): 1.510
HOMO (eV): -7.169
Largest force on an atom (hartree/bohr): 0.105

[3]
A molecular structure, H2O7P2ReSe3Te. Source: the Open Molecules 2025 dataset; level of theory: the ωB97M-V functional and the def2-TZVPD basis.

Structure (XYZ):
```
16
Properties=species:S:1:pos:R:3
Re 0.2187 -0.5718 0.9206
O -1.3065 1.5210 0.3239
P 0.2194 2.0204 0.1535
O 0.4468 3.4121 -0.1595
O 0.8062 1.2798 1.3966
O 0.7655 0.9321 -0.9683
P -0.0181 -0.1213 -1.9414
O -1.3448 0.6422 -2.3691
O 0.7824 -0.6040 -3.0482
O -0.4919 -1.1100 -0.8023
H -1.9351 1.8452 -0.3362
H -1.3670 0.7614 -3.3289
Se -1.0516 -1.5565 2.5793
Se 0.2643 -2.9396 4.0200
Te 1.7150 -3.9032 2.2495
Se 2.2967 -1.6079 1.3104
```

Output
E (eV): -238412.0100
Lowest unoccupied orbital energy (alpha / beta) (eV): -1.4751 / -1.5280
<S²>: 0.757
Kohn-Sham gap (alpha / beta) (eV): 6.679 / 6.831
Relative energy (zero: lowest compared OMol25 entry of this formula, charge and spin) (kJ/mol): 23.52
Multiplicity: 2
HOMO (alpha / beta) (eV): -8.154 / -8.359
Largest force on an atom (hartree/bohr): 0.011

[4]
A molecular structure, C38H46P2PtSi at a distorted geometry. Source: the Open Molecules 2025 dataset; level of theory: the ωB97M-V functional and the def2-TZVPD basis.

Structure (XYZ):
```
88
Properties=species:S:1:pos:R:3
Pt -0.5473 2.8339 0.1218
C -0.2931 4.1908 1.9985
C -0.0104 2.8785 2.4047
C -0.9277 2.0805 3.2695
C -1.6230 0.9567 2.4603
C -2.2044 1.4812 1.1946
C -2.6762 2.8004 1.0084
C -2.8262 3.8579 2.0735
C -1.6414 4.8412 2.1006
C -1.1521 1.9748 -1.6215
H 0.5390 4.9050 1.9819
H 1.0489 2.5952 2.4395
H -1.6637 2.7100 3.7816
H -0.3663 1.6351 4.0963
H -0.8364 0.2198 2.2233
H -2.3977 0.4269 3.0471
H -2.5375 0.7260 0.4639
H -3.3291 2.9311 0.1321
H -3.0603 3.4841 3.0764
H -3.7024 4.4579 1.8018
H -1.7873 5.5126 1.2449
H -1.7139 5.4803 2.9918
H -0.7524 2.4144 -2.5538
H -2.2518 1.9998 -1.6461
H -0.8320 0.9272 -1.5153
P 1.9541 -2.3105 0.1058
P -0.6124 -2.8693 -0.5493
C 0.9928 -2.8965 1.5388
C -0.3486 -2.9935 1.2436
C 3.4437 -3.4243 0.0393
C 3.8412 -4.2147 1.1257
C 4.9657 -5.0513 1.0589
C 5.7169 -5.1395 -0.1101
C 5.3484 -4.3437 -1.2017
C 4.2502 -3.4933 -1.1227
C 2.5946 -0.6456 0.5666
C 2.2524 0.4770 -0.2163
C 2.9017 1.6918 0.0048
C 3.7981 1.8250 1.0743
C 4.1067 0.7195 1.8788
C 3.5039 -0.5146 1.6285
C -0.5702 -4.6094 -1.2634
C 0.6350 -5.3406 -1.2467
C 0.7609 -6.5538 -1.9203
C -0.3357 -7.1060 -2.5888
C -1.5685 -6.4562 -2.5172
C -1.6934 -5.2474 -1.8163
C -2.2960 -2.2373 -0.8685
C -2.5789 -1.7443 -2.1681
C -3.7926 -1.1105 -2.4219
C -4.7523 -0.9904 -1.4093
C -4.5137 -1.5594 -0.1530
C -3.3036 -2.2095 0.1169
H 1.4153 -3.1363 2.5143
H -1.1513 -3.0320 1.9912
H 3.2892 -4.1616 2.0554
H 5.2546 -5.6445 1.9287
H 6.5732 -5.8119 -0.1822
H 5.9332 -4.4018 -2.1229
H 4.0209 -2.8469 -1.9648
H 1.5048 0.3728 -1.0106
H 2.7186 2.5396 -0.6567
H 4.2550 2.7987 1.2571
H 4.8220 0.8109 2.7015
H 3.7787 -1.3882 2.2302
H 1.4859 -4.9460 -0.6926
H 1.7135 -7.0840 -1.9032
H -0.2318 -8.0389 -3.1389
H -2.4491 -6.8953 -2.9902
H -2.6775 -4.8024 -1.6929
H -1.8305 -1.8700 -2.9589
H -3.9921 -0.7248 -3.4244
H -5.6995 -0.4979 -1.6102
H -5.2776 -1.5188 0.6232
H -3.1420 -2.7005 1.0826
C 0.4598 6.3631 -0.1046
Si -0.4981 4.9384 -0.9419
C -2.3882 5.3192 -1.1069
C 0.1873 5.0395 -2.7187
H 0.2075 6.5940 0.9364
H 0.3579 7.2969 -0.6757
H 1.5308 6.1193 -0.1124
H -2.5795 6.3921 -1.2712
H -2.7674 4.7654 -1.9808
H -2.9762 4.9909 -0.2400
H 0.1473 6.0791 -3.0897
H 1.2353 4.7123 -2.7156
H -0.3853 4.3965 -3.3986
```

Output
E (eV): -69849.5517
Lowest unoccupied orbital energy (alpha / beta) (eV): 0.4744 / -1.3876
<S²>: 2.009
Kohn-Sham gap (alpha / beta) (eV): 5.641 / 5.080
Multiplicity: 3
HOMO (alpha / beta) (eV): -5.167 / -6.467
Largest force on an atom (hartree/bohr): 0.038

[5]
A single H4N4 molecule at a distorted geometry. Source: the Open Molecules 2025 dataset; level of theory: the ωB97M-V functional and the def2-TZVPD basis.

Structure (XYZ):
```
8
Properties=species:S:1:pos:R:3
N -0.7705 1.2154 0.1461
N -0.9370 -1.0607 -0.0133
N 1.0648 0.1536 0.2421
N -0.3092 0.0463 0.0521
H -1.7763 1.1147 0.0053
H -0.4362 -1.8755 -0.2496
H 1.5862 1.0998 -0.2297
H 1.5783 -0.6936 0.0471
```

Output
E (eV): -6021.3774
Lowest unoccupied orbital energy (eV): 0.8764
Kohn-Sham gap (eV): 9.901
Relative energy (zero: lowest compared OMol25 entry of this formula, charge and spin) (kJ/mol): 344.22
HOMO (eV): -9.024
Largest force on an atom (hartree/bohr): 0.093

[6]
A molecular structure, C4H8O2. Source: the Open Molecules 2025 dataset; level of theory: the ωB97M-V functional and the def2-TZVPD basis.

Structure (XYZ):
```
14
Properties=species:S:1:pos:R:3
C 0.8546 -1.7879 -1.1197
O 0.5032 -0.4641 -0.8174
C -0.8385 -0.3719 -0.3983
C 0.2545 1.5257 1.4057
C -0.2717 2.6237 0.8252
O -0.7194 1.5815 2.2228
H 0.7538 -2.4229 -0.2262
H 0.1973 -2.2226 -1.8889
H 1.8835 -1.7598 -1.4915
H -0.9971 -0.8757 0.5822
H -1.5196 -0.8751 -1.0768
H 1.0203 0.7639 1.2647
H -1.0967 0.6846 -0.4791
H -0.0242 3.6004 1.1972
```

Output
E (eV): -8367.2131
Lowest unoccupied orbital energy (eV): 0.6661
Kohn-Sham gap (eV): 9.657
Relative energy (zero: lowest compared OMol25 entry of this formula, charge and spin) (kJ/mol): 585.53
HOMO (eV): -8.991
Largest force on an atom (hartree/bohr): 0.015

Which of these has the lowest largest force on an atom? H2O7P2ReSe3Te

Number 3 is which compound? H2O7P2ReSe3Te

The highest largest force on an atom belongs to which entry? C24H49F3O17Sn